# 1
{"formula": "C29H55ClIN3O3S2", "method": "ωB97M-V/def2-TZVPD", "species": ["I", "Cl", "S", "S", "O", "O", "O", "N", "N", "N", "C", "C", "C", "C", "C", "C", "C", "C", "C", "C", "C", "C", "C", "C", "C", "C", "C", "C", "C", "C", "C", "C", "C", "C", "C", "C", "C", "C", "C", "H", "H", "H", "H", "H", "H", "H", "H", "H", "H", "H", "H", "H", "H", "H", "H", "H", "H", "H", "H", "H", "H", "H", "H", "H", "H", "H", "H", "H", "H", "H", "H", "H", "H", "H", "H", "H", "H", "H", "H", "H", "H", "H", "H", "H", "H", "H", "H", "H", "H", "H", "H", "H", "H", "H"], "positions_angstrom": [[0.260, 5.607, -3.411], [3.324, 1.142, 0.866], [1.023, -0.063, -8.132], [4.393, 3.611, -3.070], [-5.158, -1.635, 3.682], [-1.342, -1.857, 0.569], [1.365, -1.157, 4.306], [1.180, 1.382, -7.332], [1.506, -1.076, -6.906], [2.510, -2.255, -4.247], [3.084, -0.291, -1.997], [-1.558, -1.311, 2.957], [-1.769, -4.261, 0.855], [4.575, 5.158, -2.085], [1.992, 2.144, -4.997], [-5.872, -0.484, 5.735], [1.788, -0.313, -1.096], [-0.635, 2.897, -4.440], [0.264, 4.084, -4.985], [2.808, 2.742, -2.570], [1.755, 3.658, -5.382], [2.612, 0.179, -3.441], [2.461, 1.693, -3.693], [-5.910, -2.820, 3.894], [0.222, -2.572, -3.245], [3.251, 0.348, 4.793], [1.916, 0.134, 4.099], [-7.309, -2.768, 3.303], [2.342, -0.826, -4.450], [0.101, -0.597, 6.340], [-0.755, -3.135, 0.750], [1.232, -3.011, -4.370], [1.091, -1.520, 5.650], [3.808, 6.418, -2.709], [-5.697, -0.440, 4.226], [1.984, -0.005, 0.436], [-2.223, -1.418, 1.596], [1.658, 1.142, -6.073], [1.858, -0.347, -5.802], [-0.704, -0.632, 2.912], [-0.841, -0.567, 5.788], [0.657, -2.919, -2.262], [1.446, -4.111, -4.221], [-6.251, 0.473, 6.100], [3.052, 6.852, -1.991], [-0.088, -3.125, 1.619], [-0.745, -3.128, -3.422], [-7.826, -3.716, 3.464], [-2.268, -0.936, 3.699], [1.195, 0.906, 4.390], [-6.572, -1.262, 6.044], [3.875, 0.441, -1.699], [-1.260, -5.222, 0.955], [-0.121, -3.311, -0.123], [-5.944, -3.061, 4.961], [0.758, -2.912, -5.393], [3.519, -1.321, -2.164], [-2.400, -4.290, -0.036], [3.117, -2.581, -5.006], [-6.640, -0.189, 3.728], [5.669, 5.429, -2.116], [2.030, -0.983, 1.001], [3.165, 0.263, 5.877], [1.028, 0.483, 0.795], [-0.100, -0.946, 7.355], [-7.262, -2.570, 2.229], [1.983, 3.481, -2.400], [2.024, -1.592, 6.220], [-0.205, 4.571, -5.881], [-3.107, -2.061, 1.639], [1.917, 3.710, -6.497], [2.056, 0.234, 3.023], [3.032, 2.252, -1.588], [2.520, 4.298, -4.872], [-4.916, -0.690, 6.223], [-2.427, -4.140, 1.718], [3.642, 1.342, 4.565], [3.976, -0.400, 4.462], [0.473, 0.427, 6.406], [-0.239, 2.537, -3.457], [1.368, -1.359, -1.166], [3.241, 6.082, -3.619], [0.671, -2.528, 5.619], [4.508, 7.234, -3.030], [-2.578, -0.428, 1.299], [4.309, 5.023, -0.997], [-0.767, 2.069, -5.183], [-0.018, -1.479, -3.252], [-1.653, 3.331, -4.244], [1.018, 0.369, -1.546], [-5.355, -3.628, 3.413], [-4.995, 0.358, 3.975], [-1.188, -2.276, 3.307], [-7.913, -1.978, 3.753]], "forces_ev_per_a": [[-0.2, -0.2, -0.5], [-0.4, -0.6, -0.2], [0.8, 0.6, 2.9], [-0.1, 0.0, 0.2], [0.2, 0.0, -0.1], [0.1, 0.2, -0.3], [0.0, -0.2, -0.1], [0.8, -0.7, 1.4], [0.5, 1.0, 1.0], [-0.3, 0.6, -0.4], [-0.6, 0.2, -2.0], [0.1, 0.0, -0.1], [-0.1, 0.0, 0.0], [-0.1, 1.3, 0.3], [0.5, -0.5, 1.0], [0.0, -0.1, 0.1], [0.5, -0.3, 0.1], [-0.5, 1.1, -0.1], [0.1, -0.9, -0.6], [0.0, -0.4, 0.1], [0.0, -1.2, 0.5], [-0.1, -0.8, -1.2], [-0.9, -0.6, -2.6], [-0.1, 0.0, 0.0], [0.0, -1.0, -0.5], [0.1, -0.1, 0.1], [0.0, 0.1, 0.1], [-0.1, 0.1, -0.1], [-0.2, 2.4, 0.0], [0.0, 0.1, 0.0], [0.0, 0.0, 0.1], [-0.9, -0.2, 0.3], [0.0, 0.1, 0.1], [-0.4, -0.4, 0.0], [-0.1, 0.0, 0.1], [-1.9, -0.6, -0.1], [-0.1, -0.1, 0.2], [0.3, -1.4, 0.5], [-0.6, 1.5, -0.8], [-0.1, -0.1, 0.0], [0.0, 0.0, 0.0], [-0.6, 0.6, -0.9], [0.0, 1.2, -0.1], [0.0, 0.0, 0.0], [0.9, -0.5, -0.8], [0.0, 0.0, 0.1], [0.9, 0.6, 0.3], [0.1, 0.0, 0.0], [0.0, 0.0, -0.1], [0.0, 0.0, 0.1], [-0.1, 0.1, 0.0], [-0.7, -0.8, 0.2], [0.0, 0.0, 0.0], [-0.1, 0.2, 0.0], [-0.1, 0.0, 0.0], [0.5, 0.1, 1.1], [-0.4, 1.2, 0.5], [0.1, 0.0, 0.0], [-0.1, 0.1, 0.4], [0.0, 0.0, 0.1], [-1.0, -0.8, 0.0], [0.6, 1.3, -0.4], [0.0, 0.1, 0.0], [1.2, -0.5, -0.3], [0.0, 0.0, 0.0], [0.0, -0.1, 0.1], [0.7, -0.6, -0.4], [0.0, 0.1, 0.1], [0.3, -0.4, 1.1], [0.0, 0.0, 0.1], [-0.4, 0.2, 1.2], [-0.1, -0.1, 0.1], [-0.4, 0.3, -1.0], [-0.7, -0.6, -0.5], [0.0, 0.0, 0.0], [0.1, 0.0, 0.0], [0.0, -0.1, 0.0], [0.0, 0.1, 0.0], [0.0, 0.0, 0.1], [-0.3, 0.1, -1.0], [0.3, 1.3, 0.2], [0.6, 0.4, 0.9], [0.1, 0.0, -0.2], [-0.5, -0.8, 0.4], [0.1, -0.1, -0.2], [0.2, -0.1, -1.2], [0.4, 0.7, 0.7], [0.4, -0.9, 0.1], [0.9, -0.5, -0.1], [0.7, -0.5, 0.5], [0.1, 0.2, 0.0], [0.1, -0.2, -0.1], [0.0, 0.0, 0.1], [0.0, -0.1, 0.1]], "mulliken_charge": [-0.007, -0.270, 0.114, -0.121, -0.292, -0.380, -0.345, -0.710, -0.703, -0.176, -1.672, -0.383, -1.307, -0.502, 0.430, -1.100, 0.634, -1.093, -0.452, 0.362, -0.929, 0.257, 0.075, -0.337, -0.622, -1.406, 0.934, -1.131, -0.404, -0.830, 0.092, -0.381, -0.442, -0.570, -0.407, -0.680, -0.408, 0.858, 0.494, 0.060, 0.097, -0.094, 0.430, 0.395, 0.154, 0.155, 0.472, 0.400, 0.147, 0.326, 0.263, 0.653, 0.428, 0.210, 0.342, 0.293, 0.417, 0.314, 0.415, 0.372, 0.336, 0.437, 0.377, 0.356, 0.413, 0.301, 0.107, 0.387, 0.545, 0.196, 0.393, -0.808, -0.398, 0.003, 0.292, 0.260, 0.405, 0.310, 0.268, 0.302, -0.597, 0.091, 0.362, 0.295, 0.351, 0.329, 0.256, 0.213, 0.457, 0.165, 0.293, 0.343, 0.251, 0.268], "charge": 0, "max_force_ev_per_a": 3.07, "smiles": "CCNc1c(CCCCl)c(CSCC)c(C[C@@H](C)I)c2nsnc12.CCOCC.CCOCC.CCOCC", "e_tot_ha": -3082.0933, "lumo_energy_ha": -0.026, "homo_lumo_gap_ev": 7.60}

---

# 2
{"formula": "C2H6N2O2", "method": "ωB97M-V/def2-TZVPD", "species": ["O", "O", "N", "N", "C", "C", "H", "H", "H", "H", "H", "H"], "positions_angstrom": [[-1.422, -0.691, -0.105], [-0.339, -0.272, 1.839], [1.158, -2.320, -0.704], [0.687, -1.266, -1.057], [-0.203, -0.232, 0.357], [0.450, 1.045, -0.096], [-0.307, 1.913, -0.218], [1.605, -2.871, -1.364], [1.018, 1.516, 0.620], [0.938, 0.873, -1.005], [-2.005, -0.134, -0.593], [-1.251, -0.624, 1.849]], "forces_ev_per_a": [[0.1, -0.7, 0.7], [0.4, -0.7, -3.3], [-1.4, 2.1, 2.9], [0.2, -0.7, 2.4], [0.1, -0.1, 0.0], [-3.9, 1.2, -0.3], [0.5, -1.5, -0.3], [1.0, -1.2, -2.7], [1.9, 0.2, 1.8], [0.8, 0.1, -1.2], [-0.2, 1.2, -0.6], [0.5, -0.1, 0.6]], "mulliken_charge": [-0.564, -0.507, -0.463, -0.008, 0.903, -1.217, 0.246, 0.230, 0.365, 0.394, 0.293, 0.330], "charge": 0, "max_force_ev_per_a": 4.11, "e_tot_ha": -339.6497, "lumo_energy_ha": 0.024, "relative_energy_kcal_mol": 114.8, "homo_lumo_gap_ev": 8.49}

---

# 3
{"formula": "C19H19N3O4S", "method": "ωB97M-V/def2-TZVPD", "species": ["S", "O", "O", "O", "O", "N", "N", "N", "C", "C", "C", "C", "C", "C", "C", "C", "C", "C", "C", "C", "C", "C", "C", "C", "C", "C", "C", "H", "H", "H", "H", "H", "H", "H", "H", "H", "H", "H", "H", "H", "H", "H", "H", "H", "H", "H"], "positions_angstrom": [[-1.115, -1.496, 3.221], [2.423, 3.289, 3.719], [0.286, 2.756, 3.263], [-0.036, -0.545, 5.449], [1.495, 0.587, 1.324], [-0.108, -1.613, -5.214], [0.867, 0.097, 3.445], [-0.632, -1.040, -3.029], [0.448, -0.239, -2.682], [1.396, 2.455, 3.604], [-2.743, -1.378, -6.020], [-1.050, -1.275, -4.345], [-0.524, -1.010, -0.800], [2.196, 4.651, 3.338], [0.738, -0.005, 2.061], [-1.759, -1.746, -6.925], [-0.362, -0.898, 1.729], [1.284, 0.446, -3.699], [-2.391, -1.132, -4.705], [-1.221, -1.520, -1.899], [0.524, -0.195, -1.328], [-0.881, -1.304, 0.542], [1.813, 1.037, 3.992], [2.342, 4.825, 1.834], [-0.454, -1.839, -6.467], [-0.018, -0.564, 4.251], [-2.350, -2.488, -1.917], [0.672, 1.065, -4.355], [1.192, 4.946, 3.662], [1.805, 0.936, 5.080], [0.358, -2.109, -7.129], [-1.731, -1.970, 0.637], [2.948, 5.226, 3.882], [-2.205, -3.242, -1.146], [-2.413, -2.991, -2.879], [-3.302, -1.992, -1.721], [2.814, 0.837, 3.601], [-3.122, -0.815, -3.980], [3.332, 4.511, 1.514], [-3.771, -1.275, -6.335], [-1.997, -1.946, -7.958], [1.808, -0.280, -4.318], [2.010, 1.077, -3.194], [2.195, 5.869, 1.571], [1.599, 4.221, 1.319], [1.235, 0.351, -0.746]], "forces_ev_per_a": [[-0.1, -0.1, 0.1], [0.4, -0.1, 0.1], [0.0, 0.1, 0.0], [0.0, 0.1, 0.3], [0.0, 0.1, 0.0], [0.2, -0.1, 0.6], [0.6, 0.5, 0.0], [0.1, 0.1, 0.4], [0.3, 0.3, 0.1], [-0.1, -0.4, 0.1], [0.1, -0.1, 0.0], [-0.4, -0.1, -0.7], [-0.1, 0.0, -1.0], [-0.2, 0.4, -0.2], [0.3, 0.1, 0.1], [0.0, 0.0, 0.1], [-0.8, -0.6, -0.3], [0.1, -0.1, 0.0], [0.2, 0.0, 0.0], [0.0, -0.1, 0.8], [0.0, -0.1, -0.3], [0.2, 0.2, 0.8], [0.0, 0.2, -0.1], [0.0, -0.2, 0.3], [-0.2, 0.0, -0.3], [-0.4, -0.5, -0.3], [-0.1, 0.0, 0.0], [0.0, 0.1, -0.1], [0.2, 0.0, 0.0], [0.0, 0.0, -0.2], [0.0, 0.0, -0.1], [-0.1, -0.1, 0.0], [-0.1, -0.1, 0.0], [0.0, -0.1, 0.0], [-0.1, -0.1, 0.0], [-0.1, -0.1, -0.1], [-0.1, 0.0, 0.1], [0.0, 0.0, 0.1], [0.1, 0.0, -0.1], [-0.1, 0.0, 0.0], [0.0, 0.0, -0.1], [0.1, 0.1, 0.0], [0.0, 0.1, 0.0], [0.0, 0.1, -0.1], [-0.1, 0.0, -0.1], [0.2, 0.1, 0.0]], "mulliken_charge": [-0.293, -0.355, -0.579, -0.576, -0.693, -0.420, 0.116, 0.366, 0.583, 0.724, -0.569, 0.151, 0.558, -0.241, 0.450, -0.453, 0.489, -1.604, -0.290, 0.881, -1.048, -0.917, -0.961, -1.066, -0.398, 0.754, -1.921, 0.307, 0.309, 0.446, 0.413, 0.343, 0.290, 0.503, 0.435, 0.309, 0.269, 0.432, 0.285, 0.414, 0.383, 0.294, 0.386, 0.376, 0.301, 0.815], "charge": 0, "max_force_ev_per_a": 1.06, "smiles": "CCOC(=O)CN1C(=O)S/C(=C/c2cc(C)n(-c3ccccn3)c2C)C1=O", "e_tot_ha": -1598.8938, "lumo_energy_ha": -0.004, "relative_energy_kcal_mol": 6.7, "homo_lumo_gap_ev": 7.52}

---

# 4
{"formula": "C23H49NO2P2Sn", "method": "ωB97M-V/def2-TZVPD", "species": ["Sn", "P", "P", "O", "O", "N", "C", "C", "C", "C", "C", "C", "C", "C", "C", "C", "C", "C", "C", "C", "C", "C", "C", "C", "C", "C", "C", "C", "C", "H", "H", "H", "H", "H", "H", "H", "H", "H", "H", "H", "H", "H", "H", "H", "H", "H", "H", "H", "H", "H", "H", "H", "H", "H", "H", "H", "H", "H", "H", "H", "H", "H", "H", "H", "H", "H", "H", "H", "H", "H", "H", "H", "H", "H", "H", "H", "H", "H"], "positions_angstrom": [[-0.134, -0.042, 0.068], [2.280, 0.766, -0.733], [-2.653, -0.688, -0.094], [-0.919, 3.372, -0.561], [0.645, -3.422, 0.961], [0.039, 0.402, 2.313], [0.997, 0.743, 4.708], [3.598, -1.698, -1.062], [-2.942, -2.240, 0.886], [1.490, -0.278, -3.296], [-2.682, -2.041, 2.381], [0.478, 0.613, 3.376], [2.666, 2.674, 1.339], [-3.124, 0.153, -2.726], [2.299, -0.048, 4.934], [-3.458, 1.142, 1.893], [4.304, 2.719, -0.572], [-0.517, 2.294, -0.493], [3.718, -0.355, -0.342], [-4.304, -2.893, 0.633], [-2.336, -2.240, -2.413], [1.832, 2.228, -3.098], [2.290, 0.844, -2.599], [-5.273, 0.318, 0.334], [3.926, -0.536, 1.168], [2.852, 2.435, -0.160], [0.636, -2.363, 0.512], [-3.785, 0.659, 0.480], [-3.160, -1.088, -1.822], [-2.393, 1.348, 2.041], [-5.846, 1.245, 0.494], [0.222, 0.388, 5.398], [2.633, 2.970, -2.984], [2.130, -1.117, 4.754], [-0.529, 0.217, -5.078], [4.731, -1.268, 1.328], [3.029, -0.932, 1.667], [4.586, 0.189, -0.749], [-4.491, -3.088, -0.431], [-5.604, -0.402, 1.095], [-4.311, -3.860, 1.155], [-2.119, 0.595, -2.783], [-1.233, -0.042, -5.044], [1.694, -1.283, -2.917], [0.944, 2.584, -2.554], [3.370, 2.080, 1.936], [-5.128, -2.292, 1.039], [4.496, 2.527, -1.636], [1.568, 2.180, -4.165], [-4.209, -1.420, -1.739], [-4.010, 2.072, 2.075], [-5.534, -0.062, -0.664], [-1.745, -1.512, 2.591], [1.725, -0.270, -4.376], [-2.620, -3.030, 2.853], [-2.674, -2.412, -3.444], [-2.164, -2.917, 0.488], [-3.829, 0.929, -2.401], [3.633, -1.577, -2.150], [-3.779, 0.419, 2.649], [3.364, 0.713, -2.833], [4.516, 3.780, -0.376], [0.406, -0.101, -3.217], [3.091, 0.297, 4.258], [4.229, 0.394, 1.670], [1.651, 2.459, 1.685], [-1.263, -2.004, -2.459], [-3.509, -1.505, 2.864], [2.677, -2.225, -0.778], [2.199, 3.142, -0.697], [5.013, 2.130, 0.027], [1.165, 1.812, 4.908], [-3.556, 1.478, -0.226], [-2.464, -3.177, -1.856], [2.882, 3.730, 1.551], [2.662, 0.065, 5.963], [4.446, -2.329, -0.768], [-3.397, -0.152, -3.745]], "forces_ev_per_a": [[1.0, 0.4, 0.9], [2.4, -0.1, -1.3], [-3.0, -1.2, -0.2], [1.8, -4.3, 0.1], [0.2, 4.1, -1.9], [0.8, 0.2, 0.2], [0.2, 0.4, 0.7], [0.2, 0.0, -0.1], [1.3, -0.2, 0.2], [0.0, 0.0, 0.1], [-0.1, -0.2, 0.3], [-0.8, -0.8, -1.6], [0.2, 0.1, 0.3], [-0.2, 0.1, 0.1], [0.5, -0.5, -0.5], [-0.2, 0.1, 0.3], [0.4, -0.5, -0.3], [-2.5, 5.4, 0.0], [-0.5, -0.7, 0.6], [-0.5, 0.1, -0.4], [-0.1, -0.2, 0.1], [0.1, 0.1, 0.0], [-0.6, -0.1, -0.3], [-0.3, -0.5, -0.2], [0.2, 0.0, 0.2], [-1.1, 0.7, 0.5], [-0.3, -4.6, 2.3], [0.9, 1.1, 0.0], [0.9, 0.2, -0.7], [0.0, 0.1, 0.0], [0.3, -0.2, -0.1], [-0.1, 0.1, -0.1], [-0.3, -0.1, -0.1], [0.1, 0.2, 0.1], [-0.4, -0.1, -0.1], [-0.2, 0.2, 0.0], [0.1, 0.0, -0.1], [-0.4, 0.1, -0.1], [0.0, 0.0, 0.3], [0.1, 0.3, -0.3], [0.1, 0.3, -0.1], [0.0, -0.1, 0.0], [0.3, 0.1, -0.1], [0.1, 0.1, -0.1], [0.2, 0.0, -0.3], [-0.3, 0.2, -0.1], [0.3, -0.3, -0.1], [0.0, 0.1, 0.3], [0.1, 0.0, 0.3], [0.3, 0.1, 0.4], [0.1, -0.2, 0.0], [0.0, 0.1, 0.4], [-0.1, 0.0, 0.0], [-0.1, 0.0, 0.5], [0.0, 0.2, -0.1], [0.1, 0.0, 0.3], [-0.2, 0.0, 0.1], [0.2, -0.2, -0.2], [0.0, -0.2, 0.3], [0.1, 0.3, -0.2], [-0.3, 0.0, 0.3], [-0.2, -0.2, -0.1], [0.2, 0.1, 0.0], [-0.2, 0.0, 0.2], [-0.1, -0.4, -0.2], [0.0, 0.1, 0.0], [-0.1, 0.0, 0.0], [0.3, -0.2, -0.1], [0.2, 0.0, -0.2], [0.2, -0.2, 0.1], [-0.2, 0.2, -0.2], [-0.2, -0.1, 0.0], [-0.1, -0.2, 0.2], [0.0, 0.2, -0.2], [-0.1, -0.3, 0.0], [-0.3, 0.1, -0.2], [-0.2, 0.1, -0.1], [0.0, 0.1, 0.3]], "mulliken_charge": [1.058, -0.052, 0.856, -0.083, -0.069, 0.006, -0.366, -1.410, 0.574, -1.011, -1.554, 0.249, -1.306, -1.294, -1.073, -1.308, -1.705, 0.092, 0.516, -1.328, -1.373, -1.388, 0.430, -1.547, -1.318, 0.514, 0.072, 0.423, 0.433, 0.229, 0.468, 0.378, 0.356, 0.364, -0.042, 0.546, 0.188, 0.641, 0.371, 0.357, 0.454, 0.088, 0.104, 0.173, 0.193, 0.282, 0.234, 0.424, 0.454, 0.517, 0.491, 0.379, 0.242, 0.663, 0.498, 0.525, 0.260, 0.321, 0.416, 0.276, 0.780, 0.476, -0.345, 0.241, 0.181, 0.100, 0.172, 0.353, 0.110, 0.600, 0.411, 0.340, 0.439, 0.322, 0.510, 0.384, 0.515, 0.524], "charge": 4, "max_force_ev_per_a": 5.89, "e_tot_ha": -2006.3628, "lumo_energy_ha": -0.551, "homo_lumo_gap_ev": 7.38}

---

no.,HOMO level (eV)
1,-8.32
2,-7.84
3,-7.63
4,-22.39